No. 1
4 unconnected molecules or ions with the total composition C33H79BN7O6 at a distorted geometry, computed with ωB97M-V with the def2-TZVPD basis set.

Properties
Frontier orbital gap, eV: 7.3
Net charge: +1
HOMO energy, eV: -10.156

Element x y z (Å)
C  -2.00716  -1.96794  -2.18343
C  -1.07177  -1.05581  -3.02420
C  0.41025  -1.28655  -2.66738
C  1.36270  -0.19012  -3.18554
C  1.84511  -0.44940  -4.63800
C  1.74097  0.73507  -5.61456
C  0.45782  1.58108  -5.51199
C  0.74734  2.90309  -4.77538
C  -0.48307  3.80680  -4.59080
C  -1.26678  3.53098  -3.29924
C  -0.52234  3.91236  -2.00429
C  -1.36577  3.54411  -0.77279
C  -1.08237  2.12904  -0.22605
C  -2.30315  1.54006  0.51758
C  -3.18652  0.63610  -0.38380
C  -4.23172  1.43160  -1.16692
N  -4.89734  2.55730  -0.40594
C  -5.92761  2.81342  -1.35630
N  -6.13866  3.98282  -1.86273
C  -7.12508  4.26328  -2.92738
C  -6.53706  3.96264  -4.32056
C  -5.95359  5.19924  -5.02791
N  -6.87585  6.30970  -5.24380
N  -6.54792  1.63114  -1.65733
C  -5.43102  0.66550  -1.82234
O  -5.10828  0.47026  -3.17812
B  -6.01952  -0.31725  -3.89530
O  -7.19835  0.31188  -4.25788
O  -5.79151  -1.66141  -4.12637
H  -1.43511  -2.47050  -1.39738
H  -2.77589  -1.37680  -1.66817
H  -2.52362  -2.70562  -2.80044
H  -1.31079  -0.00826  -2.80282
H  -1.21291  -1.26549  -4.08911
H  0.50959  -1.32329  -1.57279
H  0.75212  -2.25680  -3.05090
H  0.90104  0.79743  -3.07478
H  2.23214  -0.20538  -2.51633
H  1.35229  -1.34227  -5.04398
H  2.91085  -0.71012  -4.58396
H  2.61559  1.38396  -5.50578
H  1.78555  0.31924  -6.62954
H  0.08559  1.84998  -6.50812
H  -0.32978  1.05680  -4.95435
H  1.52990  3.44784  -5.31970
H  1.18366  2.67058  -3.79254
H  -1.15869  3.65550  -5.44332
H  -0.14630  4.84916  -4.55826
H  -1.59820  2.48153  -3.23763
H  -2.17758  4.15268  -3.33967
H  0.43004  3.36951  -1.99598
H  -0.29532  4.98578  -2.02533
H  -1.21797  4.29273  0.01603
H  -2.42783  3.61846  -1.05086
H  -0.23988  2.16666  0.47600
H  -0.76536  1.46848  -1.04501
H  -2.91744  2.36674  0.88202
H  -1.97899  0.96131  1.38606
H  -2.54454  0.15981  -1.13699
H  -3.65565  -0.16142  0.20687
H  -3.74977  1.88129  -2.04479
H  -5.41975  2.05857  0.31814
H  -5.56028  4.73391  -1.51229
H  -7.40000  5.31657  -2.83465
H  -8.00436  3.64578  -2.72994
H  -5.73767  3.21882  -4.20080
H  -7.29003  3.49856  -4.96654
H  -5.56980  4.89081  -6.00693
H  -5.09420  5.59060  -4.46985
H  -7.75856  5.99852  -5.62483
H  -7.04039  6.85099  -4.40864
H  -7.24327  1.62593  -2.39773
H  -5.68772  -0.30381  -1.38492
H  -7.74618  -0.25628  -4.79968
H  -5.76268  -1.86142  -5.06084
C  5.11874  -4.16133  -0.16064
C  3.60323  -4.11146  0.00799
C  2.91162  -3.01756  -0.81600
O  3.05913  -1.69744  -0.32674
C  4.30446  -1.08316  -0.59666
N  3.29099  -4.00943  1.43411
H  5.61783  -3.39113  0.42655
H  5.49936  -5.12094  0.18761
H  5.40965  -4.04206  -1.20654
H  3.20497  -5.06425  -0.35578
H  1.83507  -3.20585  -0.78816
H  3.21866  -3.06512  -1.87141
H  4.68740  -1.37151  -1.58092
H  5.04492  -1.32290  0.16897
H  4.14588  -0.00427  -0.58429
H  2.28843  -4.10516  1.56919
H  3.49869  -3.06020  1.74194
C  1.65050  -1.93338  4.09887
C  2.98266  -1.65816  4.79040
C  2.94842  -0.50749  5.80280
O  2.90670  0.79067  5.24017
C  1.64240  1.21175  4.77447
N  4.02015  -1.46685  3.77407
H  1.45395  -1.22426  3.29391
H  1.66503  -2.92744  3.65111
H  0.81893  -1.89423  4.80548
H  3.24372  -2.55715  5.35734
H  3.87857  -0.54143  6.37486
H  2.12408  -0.63645  6.51817
H  0.83639  0.84564  5.41851
H  1.46194  0.88915  3.74523
H  1.63584  2.30166  4.79124
H  4.92852  -1.41812  4.22688
H  3.89154  -0.54292  3.36898
C  5.08681  -5.48620  9.43824
C  5.23797  -3.97725  9.60407
C  4.73173  -3.15557  8.41116
O  5.56359  -3.16968  7.26731
C  5.47205  -4.33067  6.46112
N  6.63094  -3.67297  9.94046
H  5.86980  -5.90715  8.80832
H  5.16397  -5.97589  10.40843
H  4.11894  -5.74570  9.00447
H  4.62168  -3.68148  10.45880
H  4.69292  -2.10742  8.71996
H  3.70807  -3.45080  8.13751
H  4.44558  -4.70882  6.42324
H  6.14211  -5.11919  6.80891
H  5.77852  -4.04951  5.45361
H  6.71572  -2.69126  10.18619
H  7.18768  -3.77371  9.09628

=====

No. 2
A molecular structure, C46H47CsN10O6S at a distorted geometry, computed with ωB97M-V with the def2-TZVPD basis set.

Properties
Frontier orbital gap, eV: 4.7
Net charge: -2
HOMO energy, eV: -1.272

Element x y z (Å)
Cs  -0.44703  -0.51920  -0.66003
C  0.10205  2.67352  -2.88415
N  -0.30398  2.90387  -1.51863
C  0.82715  3.00355  -0.61994
C  -1.37954  3.78155  -1.28935
C  -1.92835  4.54396  -2.31344
C  -3.00519  5.40647  -2.11021
C  -3.54185  5.52725  -0.83922
C  -3.02308  4.77617  0.20245
C  -1.96305  3.85489  0.02335
N  -1.59655  2.96730  0.97290
C  -1.76456  3.15892  2.30302
C  -1.46873  4.38188  2.94287
C  -1.43666  4.51128  4.32358
C  -1.72734  3.41807  5.12427
C  -2.07141  2.20610  4.52540
C  -2.10678  2.04624  3.14363
N  -2.41053  0.81548  2.54856
C  -2.45122  -0.35367  3.38609
C  -3.43139  0.79270  1.51580
H  0.57412  3.56090  -3.34379
H  -0.75807  2.37625  -3.48523
H  0.82641  1.85865  -2.89552
H  1.46341  3.87476  -0.86446
H  1.43994  2.10324  -0.69357
H  0.46242  3.09828  0.39937
H  -1.51744  4.47746  -3.31295
H  -3.40285  5.98099  -2.93912
H  -4.38058  6.19295  -0.66084
H  -3.47321  4.83596  1.18627
H  -1.20763  5.22408  2.31220
H  -1.17353  5.46400  4.77267
H  -1.70717  3.49835  6.20584
H  -2.32197  1.37233  5.17055
H  -3.35393  -0.40242  4.02281
H  -1.57247  -0.39004  4.03208
H  -2.44240  -1.23737  2.74441
H  -4.44590  0.81819  1.95291
H  -3.33304  -0.11030  0.91389
H  -3.30967  1.65037  0.86201
O  0.30494  -7.05839  -3.07765
C  0.25548  -7.24329  -1.76830
O  0.07046  -8.34522  -1.30178
C  0.41567  -6.02746  -0.90189
C  -0.27550  -4.84447  -1.18401
C  -0.18069  -3.75932  -0.32972
C  0.64252  -3.80770  0.80471
C  1.33910  -4.99378  1.06486
C  1.21563  -6.08616  0.22937
N  0.72867  -2.64460  1.54492
C  0.98204  -2.56532  2.77913
C  1.09928  -1.25644  3.42233
C  1.43555  -1.15634  4.77136
C  1.51015  0.09765  5.35490
C  1.23785  1.21244  4.57923
C  0.91996  1.01329  3.23757
N  0.85686  -0.17737  2.67208
H  0.70533  -6.17966  -3.32303
H  -0.93591  -4.79482  -2.04115
H  -0.76057  -2.86143  -0.50578
H  1.99151  -5.05054  1.92830
H  1.74761  -7.00492  0.44277
H  1.08866  -3.44534  3.42703
H  1.63547  -2.05074  5.35035
H  1.76500  0.20590  6.40216
H  1.24572  2.20933  4.99804
H  0.68312  1.85718  2.59654
N  2.40611  -0.08769  -2.56097
C  2.64503  -1.06357  -3.13344
C  3.02805  -2.17983  -3.89147
C  2.27372  -3.34556  -3.87520
N  1.64810  -4.31463  -3.86249
C  4.16337  -2.05400  -4.71414
N  5.10111  -1.91455  -5.37756
O  -1.76927  -1.13603  -2.70735
C  -2.60956  -1.73604  -2.00706
O  -2.76702  -1.60817  -0.77033
C  -3.51170  -2.74233  -2.71741
C  -3.16243  -3.21830  -3.97195
C  -3.95913  -4.14347  -4.65011
C  -5.10718  -4.54721  -4.01614
O  -6.07432  -5.42574  -4.46881
C  -6.98872  -5.57427  -3.39706
O  -6.65378  -4.65659  -2.37416
C  -5.45598  -4.07955  -2.76114
C  -4.67738  -3.17987  -2.08184
H  -2.24880  -2.85164  -4.42049
H  -3.68826  -4.52636  -5.62473
H  -6.93626  -6.59993  -3.00562
H  -8.00562  -5.37672  -3.75294
H  -4.92306  -2.81267  -1.09483
C  5.35967  4.81764  1.49652
C  5.84715  3.49429  2.09261
N  4.85855  2.43339  2.03717
C  4.84028  1.42206  1.11310
S  4.18700  -0.05100  1.51541
N  5.37575  1.72531  -0.08467
C  5.28480  0.89019  -1.27627
C  4.86011  1.70928  -2.48404
H  6.07783  5.61186  1.71174
H  4.39537  5.08716  1.92557
H  5.23694  4.74732  0.41480
H  6.10693  3.65632  3.13976
H  6.75780  3.16939  1.57997
H  4.43534  2.14905  2.90412
H  5.61420  2.69060  -0.24663
H  4.55586  0.10756  -1.08160
H  6.25698  0.42515  -1.46566
H  3.86020  2.11817  -2.34059
H  4.83424  1.06273  -3.36046
H  5.56571  2.52281  -2.68237

=====

No. 3
A molecular structure, C16H41ClGeMnN2S at a distorted geometry, computed with ωB97M-V with the def2-TZVPD basis set.

Properties
Multiplicity: 5
Frontier orbital gap (spin up / spin down), eV: 8.4 / 4.4
Net charge: +3
HOMO energy (spin up / spin down), eV: -18.536 / -18.557

Element x y z (Å)
Mn  -0.39192  -0.08324  2.21892
C  1.44410  -0.47785  4.31264
N  -0.01770  -0.20337  4.33661
C  -0.18646  0.99346  5.12881
C  -0.80211  -1.30090  4.95942
C  -0.88164  -2.52007  4.06806
N  -1.19893  -2.12106  2.61904
C  -2.68670  -2.18605  2.52898
C  -0.57666  -3.08009  1.64524
H  1.82572  -0.67971  5.34339
H  1.99308  0.38983  3.91609
H  1.70345  -1.33025  3.66831
H  0.13700  0.84955  6.17052
H  -1.23741  1.30888  5.19042
H  0.39183  1.78855  4.65773
H  -1.79523  -0.86679  5.10978
H  -0.41128  -1.55539  5.96044
H  -1.66829  -3.16430  4.47172
H  0.04304  -3.12206  4.07648
H  -3.07088  -3.18892  2.74239
H  -2.99743  -1.92631  1.50297
H  -3.16661  -1.49444  3.22925
H  -0.79796  -4.14954  1.86896
H  0.50462  -2.90804  1.57431
H  -0.99894  -2.87873  0.63806
Cl  1.59714  -0.55950  0.24799
C  -1.72115  -2.04103  -5.13551
C  -2.15256  -0.77425  -4.41154
C  -0.98369  0.03096  -3.80878
C  -0.09846  -0.67052  -2.77531
Ge  1.32377  0.35636  -1.92509
C  3.15335  0.13653  -2.72405
C  3.17627  0.56415  -4.21238
C  3.70900  1.99535  -4.48499
C  2.90091  3.20631  -3.97321
H  -2.58196  -2.48804  -5.68942
H  -1.28663  -2.81777  -4.47050
H  -0.97903  -1.78518  -5.88818
H  -2.92882  -0.93249  -3.64313
H  -2.61664  -0.14833  -5.18472
H  -1.39186  0.97909  -3.42317
H  -0.35850  0.30150  -4.65190
H  0.34266  -1.55837  -3.23879
H  -0.63893  -1.04095  -1.92815
H  0.88954  1.85700  -1.80149
H  3.53692  -0.86830  -2.54796
H  3.77629  0.81785  -2.14386
H  2.13970  0.65871  -4.56102
H  3.63112  -0.17398  -4.88650
H  3.87164  2.12535  -5.55900
H  4.74614  2.08320  -4.10692
H  2.08384  3.38726  -4.71307
H  3.51310  4.10755  -4.01475
H  2.42193  3.16837  -2.98791
C  -0.31239  3.17824  1.41555
S  -1.53856  1.89680  1.07078
C  -2.84114  2.13950  2.28881
H  -0.60399  4.10763  0.92072
H  0.64831  2.81702  0.99477
H  -0.24247  3.32257  2.48071
H  -2.44348  2.16446  3.28997
H  -3.55257  1.30042  2.21889
H  -3.34547  3.06333  2.02454

=====

No. 4
2 unconnected molecules or ions with the total composition C11H21NO3P2 at a distorted geometry, computed with ωB97M-V with the def2-TZVPD basis set.

Properties
Frontier orbital gap, eV: 8.4
SMILES string: CCOP(CCCO)#P(N)O.c1ccccc1
HOMO energy, eV: -7.795

Element x y z (Å)
C  1.71737  1.12917  -1.18072
C  2.20092  -0.31425  -1.52779
O  1.39651  -1.36737  -1.00676
P  1.13065  -1.23923  0.65766
C  1.85761  -2.74108  1.49645
C  3.41666  -2.74026  1.46762
C  3.98370  -4.19797  1.59614
O  4.89855  -4.50643  0.55430
P  -1.03477  -1.63190  0.87990
N  -1.81261  -0.10139  1.14485
O  -1.58128  -2.17168  -0.64169
H  0.73910  1.17342  -0.69313
H  1.61178  1.68258  -2.12844
H  2.49379  1.65350  -0.61139
H  3.26512  -0.39797  -1.25559
H  2.15888  -0.41947  -2.62116
H  1.56168  -2.72434  2.55723
H  1.46336  -3.69477  1.10049
H  3.76520  -2.18749  2.34834
H  3.83827  -2.30472  0.55374
H  3.14148  -4.90894  1.51266
H  4.45040  -4.37328  2.56873
H  4.46293  -4.30918  -0.26690
H  -1.18513  0.60332  1.51788
H  -2.49033  -0.27219  1.87569
H  -1.21986  -3.05030  -0.73605
C  -2.97690  2.94949  0.22596
C  -3.40264  2.26431  -0.90409
C  -4.11575  2.93165  -1.89225
C  -4.39492  4.28607  -1.75377
C  -3.96553  4.97164  -0.62448
C  -3.25973  4.30273  0.36763
H  -2.42500  2.42921  0.99529
H  -3.17826  1.21054  -1.01243
H  -4.45338  2.39642  -2.77078
H  -4.94693  4.80681  -2.52628
H  -4.18164  6.02740  -0.51732
H  -2.92931  4.83597  1.25046